1.
20
Properties=species:S:1:pos:R:3:forces:R:3:lowdin_charge:R:1 method="wB97M-V/def2-TZVPD" e_tot_ev=-8470.3149 smiles=CC(C)C.O.O homo_ev=-10.920 relative_energy_kcal_mol=1.03 charge=0
C -0.39109 -2.22585 0.18949 -0.305 -0.147 -0.062 -0.0948
C 0.73340 -1.26887 -0.17271 0.196 -0.145 0.015 -0.4991
C 1.15641 -0.42588 1.02650 -0.509 -0.553 0.420 -0.0860
C 0.34941 -0.38978 -1.35156 -0.386 0.355 0.291 -0.0863
H -0.68998 -2.86151 -0.65127 0.070 0.189 -0.022 0.0771
H -1.27919 -1.67179 0.51397 0.033 -0.024 0.001 0.0749
H -0.11440 -2.90491 0.99358 0.094 0.040 0.171 0.0733
H 1.59848 -1.87615 -0.45219 0.063 -0.013 -0.150 0.1264
H 1.94694 0.26376 0.75935 0.161 0.211 0.065 0.0704
H 0.29914 0.10981 1.44127 -0.001 0.320 -0.207 0.0699
H 1.48174 -1.06581 1.85597 0.232 0.061 -0.220 0.0782
H 0.08266 -0.96245 -2.23376 0.089 -0.130 -0.162 0.0753
H 1.12509 0.32934 -1.59254 0.256 -0.028 -0.182 0.0714
H -0.52133 0.23036 -1.10044 0.003 -0.129 0.026 0.0631
H -0.38267 2.82105 -0.11811 -0.175 0.071 -0.123 -0.0166
H 1.09390 2.94643 -0.41588 -0.355 0.244 -0.310 0.0346
O 0.22625 3.21604 -0.76242 0.511 -0.314 0.451 -0.0805
H -2.66340 2.56062 0.86766 -0.017 -0.055 -0.042 0.0561
H -2.15189 1.20111 0.33367 0.069 0.482 0.301 0.0498
O -1.89948 1.97451 0.86944 -0.027 -0.436 -0.259 -0.0574


2.
20
Properties=species:S:1:pos:R:3:forces:R:3:lowdin_charge:R:1 method="wB97M-V/def2-TZVPD" e_tot_ev=-8470.2115 smiles=CC(C)C.O.O homo_ev=-11.243 relative_energy_kcal_mol=3.41 charge=0
C 2.57477 -0.89414 0.68970 -0.497 0.625 -0.021 -0.0854
C 1.90698 0.26621 -0.07319 0.335 0.003 0.374 -0.4964
C 1.50677 -0.15278 -1.47098 -0.041 -0.089 -0.296 -0.1043
C 0.67780 0.77678 0.67392 -0.376 0.027 -0.722 -0.0947
H 2.57421 -0.66919 1.75467 0.100 -0.072 0.130 0.0702
H 1.98140 -1.79279 0.53329 0.053 -0.217 0.055 0.0737
H 3.59805 -1.06593 0.38125 0.180 -0.124 -0.188 0.0687
H 2.62224 1.08766 -0.16529 0.063 0.047 0.066 0.1246
H 1.00735 0.65500 -1.99489 -0.120 0.216 -0.085 0.0706
H 0.81272 -0.99105 -1.44229 -0.106 -0.147 0.048 0.0781
H 2.35082 -0.44745 -2.08816 0.232 -0.120 0.025 0.0745
H 0.87947 1.34718 1.57675 0.192 -0.157 0.147 0.0735
H 0.09658 1.41767 -0.00065 0.052 0.038 0.203 0.0702
H 0.02845 -0.07094 0.89470 -0.083 -0.032 0.264 0.0768
H -3.79991 0.78800 -1.07870 0.160 0.046 0.000 0.0484
H -3.72293 1.91446 -0.06988 0.128 0.027 0.014 0.0519
O -3.17584 1.24464 -0.49741 -0.305 -0.073 -0.020 -0.0580
H -3.67836 -0.41627 0.65880 -0.050 0.034 0.004 -0.0072
H -3.87451 -1.91594 0.90836 -0.367 0.484 -0.034 0.0434
O -4.36604 -1.08111 0.81000 0.451 -0.516 0.036 -0.0786


3.
21
Properties=species:S:1:pos:R:3:forces:R:3:lowdin_charge:R:1 method="wB97M-V/def2-TZVPD" e_tot_ev=-19304.3955 smiles=CCCSC.O.O homo_ev=-8.539 relative_energy_kcal_mol=26.49 charge=0
C -2.24234 -1.58638 0.27068 1.655 -0.114 0.359 -0.0871
C -0.83257 -1.05555 0.53152 2.195 0.458 1.037 -0.3365
C 0.05232 -2.14195 1.16748 0.681 -0.160 -0.070 -0.5011
S 1.91161 -1.79582 1.15952 -1.383 0.563 -0.306 0.7618
C 1.98503 0.04337 1.12668 1.061 -0.064 0.087 -0.4388
H -2.25480 -2.53201 0.81203 -0.702 0.067 0.287 0.0620
H -2.97223 -0.87524 0.65553 -0.361 -0.353 -0.677 0.0776
H -2.23210 -1.89689 -0.77279 -0.902 0.485 -0.131 0.0780
H -0.68741 -0.27399 1.28228 -1.175 0.330 -0.040 0.0797
H -0.25715 -0.60756 -0.29548 -0.688 -0.481 -0.343 0.0996
H -0.08261 -3.07285 0.61998 0.282 -0.175 -0.029 0.0576
H -0.25141 -2.32970 2.21335 0.102 0.146 -0.458 0.0748
H 1.19088 0.54110 1.66321 -0.242 -0.118 0.170 0.0222
H 2.91258 0.24662 1.67062 -0.138 0.072 0.076 0.0149
H 2.13031 0.54311 0.15605 -0.389 -0.651 0.032 0.0361
H 4.22013 3.81228 0.01747 0.088 -0.542 0.173 0.0170
H 3.51140 5.10591 -0.25229 0.222 0.075 -0.089 0.0368
O 4.37500 4.68169 -0.33995 -0.311 0.466 -0.084 -0.0541
H -4.19989 1.33184 -4.11658 -0.153 0.018 -0.192 0.0262
H -2.80567 0.70366 -4.04784 -0.086 0.040 -0.012 0.0319
O -3.47108 1.15835 -3.52149 0.244 -0.061 0.209 -0.0587


4.
22
Properties=species:S:1:pos:R:3:forces:R:3:lowdin_charge:R:1 method="wB97M-V/def2-TZVPD" e_tot_ev=-30134.8111 homo_ev=-8.432 relative_energy_kcal_mol=135.72 charge=0
C 0.05864 -1.68106 -1.22603 1.374 1.377 -0.271 -0.2807
C -1.06884 -1.34401 -0.22734 2.171 0.668 -1.668 -0.1028
C 1.00898 -0.48248 -1.65654 -0.243 -0.579 -0.719 -0.6763
S 0.36850 0.83457 -2.66675 0.054 -0.059 1.397 0.7288
S 1.34223 0.03765 1.72123 0.599 -1.792 -0.863 0.8185
C 1.49536 1.61985 1.08682 0.708 0.817 0.206 -0.5502
H -0.22934 -1.97318 -2.20435 -1.035 -0.743 -0.755 0.0724
H 0.71766 -2.46295 -0.86192 0.189 -0.148 0.168 0.0988
H -0.66715 -1.61017 0.74754 -0.580 0.371 -0.129 0.0323
H -1.91368 -1.94807 -0.46325 -0.894 -0.187 0.050 0.0709
H -1.22088 -0.25226 -0.41955 -0.633 -1.439 1.090 0.0487
H 1.81574 -0.79496 -2.35144 0.054 -0.481 0.990 0.0588
H 1.53458 0.01180 -0.78208 -0.103 -0.816 0.176 0.0161
H 0.74621 2.28694 1.52234 0.290 0.128 -0.241 0.0498
H 1.31162 1.55420 -0.00522 -0.102 0.801 0.195 -0.0027
H 2.55280 1.82016 1.29944 -0.411 1.028 -0.443 0.0278
H -1.63499 -0.64690 3.24700 0.485 0.741 -1.575 0.0613
H -0.53927 -0.31669 2.10417 -1.146 0.204 0.611 -0.1588
O -1.49444 -0.21891 2.35429 -0.509 -0.681 1.809 -0.1804
H -1.93656 2.43366 -0.22091 1.551 -1.673 0.296 0.1082
H -1.00132 1.42801 -0.91917 0.611 -0.531 -2.825 -0.1374
O -1.24583 1.70480 -0.07827 -2.428 2.994 2.502 -0.1030


5.
21
Properties=species:S:1:pos:R:3:forces:R:3:lowdin_charge:R:1 method="wB97M-V/def2-TZVPD" e_tot_ev=-10516.3513 smiles="C/C=C/C.O.O.O" homo_ev=-9.054 relative_energy_kcal_mol=36.39 charge=0
C 2.40232 -1.03875 1.68085 -1.016 -2.123 -1.732 -0.1260
C 1.58268 0.12849 2.05926 0.271 1.002 0.449 -0.1910
C 1.37920 1.18292 1.25341 -1.317 -1.706 0.347 -0.1920
C 0.66768 2.42156 1.70285 -0.550 -0.553 -0.728 -0.1074
H 1.78353 -1.95785 1.62511 -0.060 0.236 0.499 0.0759
H 3.25948 -1.37025 2.26348 0.081 0.724 0.265 0.0713
H 2.67439 -0.99416 0.61260 0.446 0.463 0.388 0.0659
H 1.11371 0.13823 3.04752 0.608 0.168 0.097 0.1044
H 1.38369 0.89224 0.19569 0.990 0.925 -0.025 0.0948
H -0.11866 2.67849 0.98474 0.177 0.168 0.004 0.0658
H 1.39584 3.22022 1.72990 -0.075 0.473 0.296 0.0668
H 0.15587 2.25879 2.65554 0.422 0.206 0.099 0.0750
H -0.62126 0.97922 -2.08362 0.904 0.027 -0.807 0.0203
H -1.06250 0.10490 -0.91199 0.248 -0.256 0.118 0.0343
O -1.29603 0.86717 -1.44003 -1.212 0.150 0.746 -0.0306
H 0.60741 -3.18922 -2.47235 -0.206 -0.165 -0.102 0.0303
H 1.66134 -2.48072 -1.66390 -0.370 -0.340 0.247 0.0355
O 0.87659 -3.04819 -1.56150 0.573 0.543 -0.134 -0.0678
H -3.71756 0.00890 -1.83218 0.373 0.270 0.075 0.0006
H -4.82033 0.87487 -2.45702 0.090 0.284 0.026 0.0279
O -4.56732 -0.02704 -2.26835 -0.378 -0.498 -0.127 -0.0541


6.
21
Properties=species:S:1:pos:R:3:forces:R:3:lowdin_charge:R:1 method="wB97M-V/def2-TZVPD" e_tot_ev=-10515.1102 smiles="C=CCC.O.O.O" homo_ev=-9.663 relative_energy_kcal_mol=65.01 charge=0
C 0.29250 2.31989 0.37864 1.042 -1.561 2.033 -0.1396
C 1.75059 1.75632 0.77647 -1.533 -0.786 0.874 -0.2241
C 2.13357 0.37223 -0.04828 -1.139 2.154 2.353 -0.1668
C 2.02510 -0.85691 0.49146 0.947 -0.489 0.371 -0.0404
H -0.51951 1.58628 0.76354 1.244 1.105 -1.653 0.0814
H 0.14472 3.22074 0.97525 0.049 0.174 -0.121 0.0503
H 0.44616 2.60559 -0.65721 -1.196 -0.330 -0.292 0.0544
H 1.73234 1.54597 1.90346 0.194 0.054 -1.585 0.1002
H 2.35263 2.71088 0.66021 0.260 -1.778 -0.338 0.0984
H 2.33083 0.65641 -1.06232 0.756 -0.629 -0.541 0.0701
H 2.50844 -1.82068 0.11836 -1.102 1.548 -0.279 0.0688
H 1.61298 -1.02780 1.51592 0.516 0.624 -0.785 0.0621
H -3.21363 1.41843 2.70698 -0.978 -1.681 0.935 0.0111
H -2.60265 2.29951 1.85304 0.622 1.018 -0.638 0.0142
O -2.85747 2.28132 2.77281 0.377 0.658 -0.325 -0.0365
H -1.42847 0.37628 -2.34474 -0.091 -0.233 1.376 0.0640
H -0.25090 -0.23195 -1.70990 0.359 -0.243 0.577 0.0148
O -1.11828 0.08907 -1.44504 -0.327 0.395 -1.962 -0.0823
H -2.16680 -6.50366 -1.94770 -1.275 0.268 0.202 0.0349
H -1.12706 -6.52171 -2.82327 1.115 0.049 -1.194 0.0198
O -2.04509 -6.27621 -2.87766 0.160 -0.317 0.990 -0.0548